Entry 1:
{"formula": "C8H12", "method": "ωB97M-V/def2-TZVPD", "symbols": ["C", "C", "C", "C", "C", "C", "C", "C", "H", "H", "H", "H", "H", "H", "H", "H", "H", "H", "H", "H"], "xyz": [[-2.29179, -1.59788, 1.26740], [-1.11235, -0.83437, 0.85837], [-1.24149, 0.61109, 0.85109], [1.08838, 0.91434, 0.01666], [-0.15976, 0.21152, -0.09066], [-0.57043, -0.27154, -1.47606], [3.50107, 1.02196, -0.49854], [2.28864, 0.39878, -0.46923], [-2.12096, -2.67078, 1.38563], [-2.63389, -1.16080, 2.20927], [-3.07681, -1.46162, 0.52090], [-0.83898, 1.06799, 1.76239], [-2.14983, 1.07414, 0.45985], [1.07087, 1.86458, 0.54404], [-0.84621, 0.60643, -2.06037], [-1.45835, -0.90559, -1.43611], [0.25872, -0.78449, -1.96476], [4.36057, 0.50952, -0.89926], [3.65817, 2.02866, -0.14474], [2.27444, -0.62193, -0.83586]], "atomic_forces_ev_per_a": [[0.8, -1.6, -0.2], [0.0, 2.0, 0.8], [-0.4, 0.2, -0.5], [0.8, -0.5, 0.6], [-0.6, -0.2, -0.3], [-0.1, 0.0, 0.2], [-0.1, 0.1, 0.1], [0.1, -0.3, -0.2], [0.0, 0.1, -0.1], [-0.1, 0.1, -0.1], [-0.2, 0.2, -0.1], [0.0, 0.0, -0.2], [-0.1, -0.1, 0.4], [0.0, -0.1, 0.0], [0.1, 0.1, -0.1], [0.1, -0.1, -0.2], [-0.2, 0.0, 0.0], [0.1, -0.1, 0.0], [-0.1, 0.1, 0.1], [-0.1, 0.0, -0.1]], "gap_ev": [6.27, 8.69], "de_lowest_kcal_mol": 68.1, "charge": 1, "spin_multiplicity": 2, "e_tot_ha": -311.55984, "e_lumo_ev": [-5.922, -5.706]}

Entry 2:
{"formula": "C5H13LuO3", "method": "ωB97M-V/def2-TZVPD", "symbols": ["C", "O", "C", "C", "O", "C", "H", "H", "H", "H", "H", "H", "H", "H", "H", "Lu", "O", "H", "C", "H", "H", "H"], "xyz": [[0.86181, -0.39571, -0.68260], [-0.32331, 0.24659, -1.12985], [-1.48782, -0.49709, -0.93464], [-2.49344, 0.31022, -0.15071], [-2.47382, 1.65081, -0.57454], [-3.55417, 2.40324, -0.08660], [1.68598, 0.25539, -1.02375], [0.97447, -1.38245, -1.17653], [-1.26658, -1.42841, -0.37355], [-1.92954, -0.79547, -1.90518], [-2.25903, 0.24719, 0.92839], [-3.49836, -0.12560, -0.30296], [-3.57863, 2.39872, 1.01728], [-3.42895, 3.43538, -0.43578], [-4.51601, 2.01066, -0.46050], [1.38774, -0.68084, 1.63264], [3.61901, -0.61008, 1.41439], [4.07495, 0.22377, 1.57368], [4.41652, -1.61733, 0.77877], [5.46066, -1.48523, 1.07652], [4.06973, -2.59785, 1.12082], [4.25880, -1.56589, -0.30531]], "atomic_forces_ev_per_a": [[-0.7, 0.7, -0.9], [2.4, -0.5, 1.2], [-1.3, -0.9, -0.4], [-0.6, 0.6, 0.0], [0.6, -0.8, -0.2], [-0.8, 0.4, 0.3], [0.0, -0.2, 0.2], [0.1, 0.2, 0.3], [-0.2, 0.1, -0.3], [0.5, 0.2, 0.3], [-0.1, 0.1, 0.2], [0.3, 0.0, 0.2], [0.0, 0.0, -0.3], [0.0, -0.4, 0.1], [0.3, 0.1, 0.1], [0.2, 0.3, -1.0], [-2.4, 0.8, 0.9], [0.6, 0.1, -0.1], [0.8, -1.2, -0.9], [-0.2, -0.1, -0.2], [0.1, 0.2, 0.2], [0.4, 0.2, 0.3]], "gap_ev": [4.63, 4.63], "de_lowest_kcal_mol": 111.1, "charge": 2, "spin_multiplicity": 1, "e_tot_ha": -1658.75061, "e_lumo_ev": [-10.629, -10.631]}

Entry 3:
{"formula": "C39H56ClCrN5OSb", "method": "ωB97M-V/def2-TZVPD", "symbols": ["Cr", "C", "C", "C", "C", "C", "C", "C", "N", "N", "C", "C", "C", "C", "C", "C", "N", "C", "C", "C", "C", "C", "C", "N", "H", "H", "H", "H", "H", "H", "H", "H", "H", "H", "H", "H", "H", "H", "H", "H", "H", "H", "H", "H", "C", "N", "C", "C", "C", "O", "H", "H", "H", "H", "H", "H", "H", "H", "H", "C", "C", "C", "Sb", "C", "C", "C", "C", "C", "C", "H", "H", "H", "H", "H", "H", "H", "H", "H", "H", "H", "H", "H", "H", "H", "H", "H", "H", "H", "H", "H", "Cl", "C", "C", "C", "C", "C", "C", "C", "H", "H", "H", "H", "H", "H"], "xyz": [[0.09869, 0.68935, 0.11094], [2.69385, 1.87180, -0.61380], [2.92133, 0.73020, -1.61701], [1.81355, -0.22991, -2.05313], [2.15285, -0.97614, -3.16243], [1.16504, -1.76205, -3.81506], [-0.01242, -1.95687, -3.20731], [-0.20519, -1.45782, -1.80466], [0.62423, -0.31317, -1.44690], [1.33211, 2.38172, -0.57207], [0.88450, 2.92715, -1.85057], [-0.61764, 2.95053, -1.82545], [-1.34870, 4.04901, -2.22430], [-2.73840, 3.98254, -2.22740], [-3.32520, 2.77642, -1.85966], [-2.51945, 1.73848, -1.45087], [-1.18511, 1.81228, -1.37208], [1.17072, 3.40187, 0.46896], [1.06544, 2.76198, 1.82038], [1.66236, 3.31395, 2.93366], [1.54127, 2.68649, 4.17066], [0.84701, 1.47554, 4.20106], [0.26802, 0.99548, 3.04999], [0.33337, 1.61384, 1.84871], [2.92985, 1.52595, 0.39287], [3.40054, 2.68028, -0.86746], [3.32531, 1.15395, -2.54069], [3.71157, 0.09735, -1.20312], [3.13068, -0.87229, -3.60405], [1.36727, -2.13108, -4.80732], [-0.82634, -2.49012, -3.66818], [-1.25749, -1.16618, -1.65530], [1.29806, 3.92943, -2.02650], [1.21440, 2.26893, -2.65774], [-0.83285, 4.94162, -2.54539], [-3.33060, 4.83076, -2.52356], [-4.39275, 2.64257, -1.90294], [-2.94964, 0.78626, -1.17451], [1.99263, 4.13272, 0.45184], [0.23411, 3.94153, 0.27001], [2.22692, 4.22864, 2.83804], [1.97873, 3.10794, 5.05958], [0.75483, 0.92022, 5.12201], [-0.22382, 0.03394, 3.04120], [3.90360, 0.50226, 2.62426], [3.86985, -0.83677, 2.08396], [5.09528, -1.58425, 2.26454], [2.72892, -1.38443, 1.62193], [2.76291, -2.87950, 1.43170], [1.71864, -0.71151, 1.38469], [4.24901, 0.46912, 3.66055], [2.90105, 0.92029, 2.61357], [4.58067, 1.14565, 2.05543], [5.92997, -0.88477, 2.25344], [5.23501, -2.30103, 1.46038], [5.10011, -2.11765, 3.21877], [3.24027, -3.36001, 2.27988], [3.31909, -3.14217, 0.53445], [1.75281, -3.26287, 1.33887], [-5.59761, -1.56996, 1.52903], [-4.68353, -0.84359, 0.55458], [-4.76071, -1.49020, -0.81839], [-2.55720, -0.61892, 1.25537], [-2.51241, -2.34038, 2.68745], [-2.71611, -3.64122, 1.92488], [-1.20536, -2.37894, 3.46044], [-2.99346, 1.10269, 2.60008], [-3.14465, 2.35362, 1.75096], [-4.18464, 0.92141, 3.51914], [-6.62978, -1.26684, 1.34817], [-5.36257, -1.34668, 2.56507], [-5.54306, -2.64697, 1.39204], [-5.01780, 0.19443, 0.47027], [-4.41799, -2.52292, -0.78750], [-4.17336, -0.95429, -1.56346], [-5.79702, -1.49476, -1.15475], [-3.34144, -2.19885, 3.38366], [-1.85796, -3.86959, 1.29458], [-3.60550, -3.60041, 1.29980], [-2.84173, -4.46269, 2.62992], [-0.34825, -2.34541, 2.78741], [-1.14008, -3.30710, 4.02886], [-1.13354, -1.55348, 4.16567], [-2.09840, 1.21531, 3.21298], [-4.00601, 2.28783, 1.08710], [-2.25214, 2.52396, 1.14590], [-3.29033, 3.22177, 2.39257], [-5.11422, 0.90010, 2.95554], [-4.23532, 1.75547, 4.21927], [-4.08969, 0.00763, 4.10248], [-0.60408, -8.22937, -2.63608], [-0.41028, -6.60895, -2.07791], [0.86517, -6.09386, -1.90824], [1.00910, -4.79140, -1.47698], [-0.09162, -3.98491, -1.21017], [0.14679, -2.57615, -0.77044], [-1.36118, -4.52476, -1.37654], [-1.52570, -5.82928, -1.80821], [1.73088, -6.70239, -2.11602], [2.00128, -4.38557, -1.34896], [-0.38221, -2.34168, 0.16009], [1.21553, -2.46152, -0.59842], [-2.23489, -3.92513, -1.16478], [-2.51287, -6.24541, -1.93933]], "atomic_forces_ev_per_a": [[-0.1, -1.2, -0.8], [0.5, -0.4, -0.1], [0.0, 0.1, 0.1], [0.8, -0.4, -1.0], [0.4, 0.4, 0.6], [-0.6, -0.2, 0.2], [0.0, 0.3, -0.3], [-0.1, -0.7, 0.2], [0.1, 0.0, -0.6], [0.0, 0.4, 0.0], [-0.1, 0.0, 0.0], [-0.1, -0.5, 0.1], [-0.3, 0.1, -0.2], [0.3, -0.6, 0.2], [-0.1, 0.6, -0.4], [0.5, -0.2, 0.0], [-0.9, 1.1, -0.2], [0.0, 0.2, 0.0], [-0.5, -0.4, -0.3], [0.0, 0.0, 0.6], [-0.5, -0.4, -0.7], [0.2, 0.6, 0.4], [0.0, -0.1, -0.7], [0.9, 1.5, 2.4], [0.0, 0.1, 0.0], [-0.1, 0.0, 0.2], [0.0, -0.1, 0.2], [0.1, 0.1, 0.0], [0.1, 0.1, 0.0], [-0.1, -0.2, -0.2], [-0.1, -0.1, -0.1], [0.1, -0.1, 0.0], [0.0, -0.1, 0.0], [0.0, 0.0, 0.1], [0.0, 0.1, 0.0], [-0.1, 0.1, -0.1], [-0.2, 0.0, 0.0], [-0.1, 0.0, 0.1], [-0.1, -0.1, 0.0], [0.2, 0.0, 0.1], [0.0, 0.1, -0.1], [0.1, 0.0, 0.1], [-0.1, -0.1, 0.0], [-0.1, 0.0, 0.1], [-0.2, 0.3, 0.0], [0.0, 0.3, 0.0], [0.1, -0.3, 0.0], [0.0, -0.2, -0.2], [-0.2, 0.0, 0.1], [0.1, 0.0, 0.1], [0.0, 0.0, 0.0], [0.1, 0.0, -0.1], [0.0, 0.0, 0.0], [0.0, -0.1, 0.0], [0.1, 0.0, 0.0], [0.1, 0.0, 0.0], [0.1, -0.1, 0.1], [0.0, 0.0, -0.1], [-0.1, 0.1, -0.1], [0.1, 0.1, 0.2], [0.7, 0.1, 0.0], [0.1, 0.2, 0.0], [-0.9, -0.2, 0.9], [0.0, 0.5, -0.4], [-0.1, 0.2, 0.0], [-0.1, 0.1, 0.0], [0.1, -0.4, -0.3], [0.2, -0.1, 0.0], [0.2, -0.1, 0.0], [-0.1, -0.1, 0.0], [-0.1, 0.0, 0.1], [0.0, -0.1, 0.0], [0.1, 0.1, 0.1], [0.1, -0.1, 0.0], [0.0, -0.1, -0.1], [-0.1, -0.1, -0.1], [0.0, 0.1, -0.1], [0.1, 0.0, -0.1], [0.0, -0.1, -0.1], [0.0, -0.1, 0.0], [0.2, 0.0, -0.1], [0.0, -0.1, 0.1], [0.1, 0.1, 0.1], [-0.1, 0.0, 0.0], [-0.1, 0.0, -0.1], [0.0, 0.1, -0.1], [0.0, 0.2, 0.1], [-0.1, -0.1, 0.0], [-0.1, 0.1, 0.1], [-0.2, -0.1, 0.1], [-0.1, -0.3, -0.1], [0.1, 0.3, 0.1], [-0.1, -0.2, -0.1], [-0.1, 0.1, 0.0], [0.1, -0.1, 0.1], [-0.1, 0.1, -0.2], [0.1, 0.0, 0.0], [0.0, -0.1, -0.1], [0.1, -0.1, 0.0], [0.1, 0.1, 0.0], [0.1, -0.1, 0.1], [-0.1, 0.0, 0.1], [-0.1, 0.1, 0.0], [-0.1, -0.1, 0.0]], "gap_ev": [5.40, 5.32], "de_lowest_kcal_mol": 27.3, "charge": 1, "spin_multiplicity": 5, "e_tot_ha": -3613.42554, "e_lumo_ev": [-2.678, -2.893]}

Entry 4:
{"formula": "C4HBF4N2O4", "method": "ωB97M-V/def2-TZVPD", "symbols": ["O", "C", "F", "N", "B", "N", "C", "O", "F", "C", "O", "F", "C", "O", "F", "H"], "xyz": [[3.75359, -0.43103, -0.24806], [2.51606, -0.68713, 0.24764], [2.26515, -2.12553, 0.62788], [1.46757, 0.41821, 0.43922], [0.07189, -0.20276, 0.62302], [-1.15428, 0.14179, -0.20224], [-1.77098, -1.18094, -0.60439], [-2.16726, -1.31557, -1.88861], [-1.91469, -2.35406, 0.31449], [-2.21524, 0.87165, 0.59153], [-2.94815, 0.37651, 1.59175], [-2.52006, 2.29301, 0.18138], [1.49710, 1.40659, -0.70552], [1.21139, 1.00478, -1.96041], [1.89914, 2.83626, -0.47475], [0.00877, -1.05176, 1.46706]], "atomic_forces_ev_per_a": [[-9.6, -1.8, 3.7], [7.9, 0.6, -2.6], [-0.2, 5.2, -0.9], [-0.7, -1.9, -2.0], [1.3, 0.4, 0.6], [-2.2, -0.8, 2.0], [-3.0, -2.4, -7.6], [2.9, 0.7, 9.9], [0.8, 4.3, -2.6], [-5.0, -0.5, 5.1], [5.5, 3.5, -7.4], [1.7, -4.9, 1.0], [-0.1, -0.8, -8.0], [2.1, 3.4, 9.4], [-1.5, -5.3, -0.1], [0.1, 0.2, -0.5]], "gap_ev": 10.25, "smiles": "O=C(F)N(BN(C(=O)F)C(=O)F)C(=O)F", "spin_multiplicity": 1, "e_tot_ha": -987.58512, "e_lumo_ev": -2.196}

Entry 5:
{"formula": "C23H30F24N2O6P", "method": "ωB97M-V/def2-TZVPD", "symbols": ["C", "C", "C", "C", "C", "C", "N", "N", "P", "C", "O", "C", "O", "O", "H", "H", "H", "H", "H", "H", "H", "H", "H", "H", "H", "H", "H", "H", "H", "H", "H", "H", "C", "C", "C", "F", "F", "F", "F", "O", "C", "C", "F", "F", "F", "F", "H", "H", "H", "H", "C", "C", "C", "F", "F", "F", "F", "O", "C", "C", "F", "F", "F", "F", "H", "H", "H", "H", "C", "C", "C", "F", "F", "F", "F", "O", "C", "C", "F", "F", "F", "F", "H", "H", "H", "H"], "xyz": [[3.64556, -5.24274, -0.29189], [2.27787, -4.60054, -0.71837], [1.04991, -5.09890, 0.16416], [-0.11261, -5.43987, -0.81487], [-1.42493, -5.94489, -0.13446], [-1.45336, -7.51053, -0.32971], [-0.27117, -8.14681, 0.28215], [-2.67690, -5.44678, -0.77298], [-2.77438, -3.70736, -0.76956], [-4.38190, -3.17073, 0.03599], [-2.91691, -3.28523, -2.43018], [-1.53157, -5.66308, 1.40697], [-1.35983, -4.55959, 1.93335], [-1.87685, -6.66294, 2.13759], [3.62482, -5.42089, 0.80390], [3.81605, -6.17102, -0.87217], [4.50279, -4.54834, -0.46633], [2.12775, -4.78995, -1.80180], [2.38795, -3.48789, -0.56130], [1.40184, -5.99144, 0.71345], [0.78553, -4.23969, 0.80637], [0.26161, -6.26293, -1.47392], [-0.25140, -4.56385, -1.48517], [-1.33625, -7.65641, -1.43563], [-2.41878, -7.95412, -0.01925], [-0.56826, -8.62748, 1.12772], [0.15620, -8.81184, -0.35421], [-3.42256, -5.76471, -0.14182], [-4.94912, -2.60411, -0.73849], [-5.01958, -4.02428, 0.35461], [-4.13966, -2.52091, 0.89806], [-3.61774, -3.87808, -2.75886], [2.16420, 0.80214, 0.48003], [2.87025, -0.54953, 0.70409], [4.20650, -0.50370, 1.44836], [5.12830, 0.26225, 0.82713], [4.73083, -1.75052, 1.53029], [2.99715, -1.17709, -0.48585], [2.02428, -1.31172, 1.44357], [2.36000, 1.45960, -0.77637], [3.50240, 2.22314, -0.95786], [4.46284, 1.62305, -1.99051], [4.78933, 0.35444, -1.69316], [5.61551, 2.33655, -2.02588], [4.08771, 2.45281, 0.23115], [3.08267, 3.43290, -1.40896], [1.09662, 0.57973, 0.48995], [2.31520, 1.48581, 1.31651], [4.06984, -0.13054, 2.46752], [4.01128, 1.63556, -2.98547], [-4.18492, -0.20199, 3.99356], [-3.02192, 0.77693, 3.73035], [-3.17006, 2.19335, 4.29225], [-4.25499, 2.83760, 3.82098], [-2.09260, 2.94299, 3.94215], [-2.76861, 0.80733, 2.40384], [-1.91629, 0.23482, 4.31323], [-5.17340, -0.36301, 2.97215], [-6.19460, 0.57794, 2.89959], [-6.11802, 1.43773, 1.63283], [-4.91846, 2.03221, 1.49997], [-7.04945, 2.42251, 1.67848], [-6.22155, 1.31271, 4.02921], [-7.35177, -0.11834, 2.88168], [-3.72730, -1.18995, 4.06447], [-4.64310, -0.03534, 4.96934], [-3.22234, 2.17313, 5.38466], [-6.29619, 0.82650, 0.74517], [1.88862, 6.71890, -3.77774], [3.39065, 6.98427, -3.55887], [3.91362, 6.83189, -2.12963], [3.29783, 7.65228, -1.25580], [5.23486, 7.14043, -2.08383], [3.69525, 8.20334, -4.06143], [4.06322, 6.08105, -4.32845], [1.00622, 7.84181, -3.78824], [0.56399, 8.35109, -2.57083], [1.11384, 9.75222, -2.28138], [2.45804, 9.78829, -2.34910], [0.76574, 10.14235, -1.03268], [0.82768, 7.47383, -1.58655], [-0.78108, 8.42716, -2.65681], [1.80597, 6.31794, -4.78843], [1.51637, 5.92369, -3.13006], [3.79932, 5.80096, -1.78353], [0.71638, 10.47442, -2.99837]], "atomic_forces_ev_per_a": [[-0.3, 0.6, 0.0], [0.5, 0.5, 0.8], [0.9, 0.6, -1.6], [0.3, -0.1, 0.3], [0.5, -1.1, 0.3], [0.5, 0.5, -1.1], [-0.5, -0.2, 0.1], [-1.1, 1.1, 0.5], [2.3, 1.4, 0.0], [-0.6, -0.8, -0.9], [-1.3, -1.2, 1.2], [-0.5, -1.9, 2.6], [0.3, 1.6, -1.2], [0.1, 0.1, -1.6], [0.1, -0.2, -0.7], [0.0, 0.3, 0.6], [-0.6, -0.5, -0.1], [-0.1, 0.2, 0.6], [-0.3, -1.1, -0.4], [-0.6, 0.5, 0.0], [-0.1, -0.9, 0.0], [-0.3, 0.6, 0.4], [-0.3, -0.4, 0.5], [-0.4, 0.1, 0.7], [0.5, 0.4, 0.0], [0.3, 0.3, -0.1], [-0.2, 0.0, 0.2], [0.1, -0.2, -0.5], [0.3, -0.2, 0.6], [0.3, 0.5, 0.0], [-0.1, -0.5, -0.5], [0.3, 0.3, -0.5], [-0.8, 0.2, 0.2], [-0.4, 0.0, -0.8], [0.4, -0.5, 0.5], [-0.1, 0.0, 0.0], [-0.2, 0.0, -0.1], [0.3, 0.1, 0.1], [0.2, 0.2, 0.4], [1.0, -0.2, -0.1], [-1.2, -0.3, 1.1], [0.3, -0.2, -0.5], [-0.2, 0.1, 0.0], [-0.2, 0.2, 0.1], [0.4, 0.3, -0.3], [0.2, 0.1, -0.4], [0.1, -0.2, -0.1], [0.3, -0.1, 0.0], [-0.1, 0.1, -0.1], [-0.1, 0.1, 0.1], [0.0, -0.8, 0.3], [-0.3, -0.6, -0.8], [0.4, 0.5, 0.3], [0.1, -0.1, 0.0], [0.1, -0.2, 0.0], [0.0, 0.3, 0.1], [-0.1, 0.2, 0.4], [0.1, 1.2, -0.1], [0.5, -1.1, 1.0], [-0.1, 0.2, -0.6], [0.0, -0.1, 0.1], [-0.1, -0.2, 0.2], [-0.3, 0.3, -0.2], [-0.1, 0.2, -0.4], [0.1, 0.1, -0.2], [0.0, 0.3, -0.1], [0.0, -0.1, 0.0], [0.0, -0.1, 0.1], [-0.5, -0.5, -0.4], [-0.4, 0.7, -0.4], [0.6, -0.3, 0.5], [0.0, 0.0, -0.1], [0.0, 0.0, -0.3], [0.1, 0.0, 0.2], [0.0, -0.2, 0.3], [0.6, 0.4, 0.8], [-0.1, -1.3, -0.6], [0.1, 0.6, 0.1], [-0.1, -0.1, -0.1], [-0.2, -0.2, 0.0], [-0.1, 0.4, 0.3], [0.0, 0.4, 0.0], [0.1, 0.2, 0.0], [0.2, 0.2, 0.2], [-0.1, 0.0, -0.1], [-0.1, -0.1, -0.1]], "gap_ev": 5.95, "charge": -1, "spin_multiplicity": 1, "e_tot_ha": -4193.55720, "e_lumo_ev": 1.822}